No. 1
ORCA calculation (ωB97M-V/def2-TZVPD) on a cluster of 9 separate species, C28H81N7O9 in total in a non-equilibrium geometry.

Strongest force on any atom: 0.0571 Eh/bohr
HOMO-LUMO gap: 9.130 eV
SMILES: COC[C@H](C)N.COC[C@H](C)N.COC[C@H](C)N.COC[C@H](C)N.COC[C@H](C)N.COC[C@H](C)N.COC[C@H](C)N.O.O
Energy relative to the best compared isomer or geometry (same formula, charge and spin): 338.85 kJ/mol
E: -59201.805 eV
LUMO level: 0.0114 hartree

XYZ file:
```
125
Properties=species:S:1:pos:R:3:mulliken_charge:R:1
O -1.49 2.62 4.66 -0.5895
H -1.84 3.49 4.47 0.2393
H -1.71 2.47 5.58 0.2354
O -1.49 4.51 1.04 -0.7246
H -1.22 3.75 1.56 0.2896
H -0.67 4.95 0.81 0.2985
C 5.57 1.57 -0.44 -1.4128
C 4.72 0.41 0.13 1.6996
C 4.88 -0.92 -0.65 -1.1476
O 4.15 -0.74 -1.83 -0.0784
C 4.00 -1.87 -2.65 -0.9903
N 5.00 0.30 1.55 -0.5131
H 6.64 1.49 -0.23 0.4533
H 5.13 2.46 0.00 0.3226
H 5.44 1.67 -1.52 0.1699
H 3.65 0.63 0.10 -0.7186
H 4.54 -1.77 -0.06 0.3425
H 5.90 -1.16 -0.94 0.4719
H 3.18 -1.70 -3.36 0.2406
H 3.64 -2.74 -2.10 0.3883
H 4.90 -1.98 -3.25 0.2972
H 5.94 0.01 1.77 0.2473
H 4.52 -0.55 1.80 0.2659
C -1.88 0.91 0.58 -1.4128
C -0.66 0.84 1.54 2.0585
C 0.57 0.40 0.84 -0.9537
O 0.49 -0.95 0.42 0.5716
C 1.45 -1.29 -0.50 -0.8888
N -0.46 2.12 2.14 -0.4615
H -1.96 0.00 -0.02 -0.1721
H -1.72 1.71 -0.14 0.3688
H -2.86 1.20 0.96 0.4617
H -0.82 0.14 2.36 -0.5839
H 1.45 0.57 1.47 0.2141
H 0.67 1.14 0.04 0.1392
H 1.30 -2.34 -0.73 0.3119
H 2.41 -1.10 -0.01 0.2254
H 1.32 -0.72 -1.42 0.1366
H -1.13 2.22 2.88 0.6057
H 0.43 2.07 2.63 -0.3379
C 1.40 4.49 3.79 -1.1035
C 2.52 3.68 3.13 0.0465
C 3.00 2.39 3.84 -0.3941
O 1.84 1.64 4.06 -0.2598
C 2.15 0.28 4.40 -0.7090
N 2.21 3.51 1.69 -0.5669
H 1.87 4.82 4.72 0.4394
H 0.45 3.95 3.85 -0.0579
H 1.05 5.39 3.29 0.3915
H 3.37 4.36 3.01 0.5275
H 3.46 2.59 4.80 0.4485
H 3.74 1.84 3.26 0.2848
H 1.26 -0.21 4.80 0.1122
H 2.98 0.25 5.10 0.4677
H 2.35 -0.36 3.54 0.1283
H 2.93 2.88 1.38 0.1804
H 1.36 2.98 1.53 0.1663
C 2.07 2.11 -3.15 -0.8065
C 2.52 3.24 -4.10 0.4512
C 3.87 3.07 -4.86 -0.8145
O 4.20 4.21 -5.58 -0.3683
C 5.41 4.17 -6.31 -0.7888
N 1.45 3.60 -4.98 -0.6923
H 1.26 2.41 -2.49 0.3443
H 2.84 1.80 -2.44 -0.1052
H 1.81 1.26 -3.79 0.3714
H 2.68 4.20 -3.62 0.1534
H 3.74 2.32 -5.64 0.3293
H 4.70 2.75 -4.24 0.4569
H 5.40 3.35 -7.02 0.3231
H 6.36 4.41 -5.83 0.2963
H 5.37 5.10 -6.88 0.2867
H 0.93 2.87 -5.45 0.2728
H 2.04 3.97 -5.71 0.2569
C -1.44 -2.41 -2.83 -1.6279
C -2.16 -2.93 -1.62 2.0747
C -3.29 -3.89 -1.97 -0.9209
O -4.29 -3.09 -2.60 -0.2012
C -5.37 -3.93 -3.09 -0.8742
N -1.15 -3.82 -0.95 -0.6175
H -2.00 -1.67 -3.40 0.3622
H -1.01 -3.15 -3.50 0.3270
H -0.63 -1.77 -2.50 0.2050
H -2.42 -2.06 -1.01 -0.7887
H -3.79 -4.28 -1.08 0.4153
H -3.01 -4.69 -2.65 0.4758
H -5.95 -3.21 -3.67 0.2354
H -5.93 -4.39 -2.28 0.3153
H -4.99 -4.75 -3.69 0.3576
H -1.46 -4.25 -0.09 0.2373
H -0.29 -3.33 -0.73 -0.0968
C -6.24 2.21 -1.03 -1.1053
C -6.57 0.99 -1.83 0.2306
C -6.11 -0.36 -1.10 -0.3742
O -6.55 -0.31 0.30 -0.4064
C -5.66 -1.04 1.21 -0.3484
N -8.00 0.88 -2.04 -0.8104
H -6.80 2.24 -0.09 0.2792
H -6.37 3.06 -1.70 0.3509
H -5.20 2.16 -0.70 0.1806
H -6.11 1.03 -2.82 0.4275
H -5.02 -0.43 -1.17 0.2120
H -6.55 -1.24 -1.57 0.2377
H -4.94 -0.34 1.64 0.1587
H -5.04 -1.72 0.62 0.0577
H -6.14 -1.55 2.04 0.3050
H -8.25 -0.02 -2.43 0.2750
H -8.35 0.71 -1.11 0.3310
C 0.69 -5.48 1.67 -1.2864
C -0.44 -5.16 2.62 0.3013
C -0.27 -3.74 3.14 -0.3947
O -1.34 -3.47 4.08 -0.3742
C -1.27 -2.31 4.86 -0.6063
N -1.67 -5.30 1.89 -0.5664
H 0.63 -6.51 1.32 0.4120
H 1.63 -5.36 2.20 0.4221
H 0.71 -4.83 0.79 0.0833
H -0.49 -5.90 3.42 0.4850
H -0.23 -2.94 2.40 -0.1100
H 0.66 -3.70 3.70 0.4422
H -0.45 -2.36 5.57 0.3269
H -2.13 -2.29 5.53 0.3441
H -1.16 -1.34 4.37 0.0466
H -2.40 -4.83 2.41 0.2157
H -1.91 -6.28 1.92 0.2410
```

No. 2
ORCA calculation (ωB97M-V/def2-TZVPD) on a structure of composition C28H83BrKN7O10 in a non-equilibrium geometry.

Strongest force on any atom: 0.0749 Eh/bohr
HOMO-LUMO gap: 8.788 eV
E: -147653.752 eV
LUMO level: 0.0013 hartree

XYZ file:
```
130
Properties=species:S:1:pos:R:3:mulliken_charge:R:1
K 0.14 1.05 -0.96 0.7806
Br 1.30 -1.71 0.25 -0.3056
C -4.05 2.92 1.37 -1.1226
C -3.11 2.47 0.26 0.5153
C -2.12 3.63 0.00 -0.8253
O -1.49 3.33 -1.25 0.1396
C -1.03 4.45 -1.97 -0.9458
N -2.36 1.22 0.48 0.1861
H -4.65 3.80 1.02 0.4267
H -3.37 3.19 2.25 0.1811
H -4.78 2.15 1.70 0.1510
H -3.60 2.27 -0.69 0.2827
H -1.45 3.67 0.84 0.2081
H -2.68 4.62 -0.03 0.4562
H -0.86 4.10 -2.98 0.2544
H -0.03 4.77 -1.52 0.2729
H -1.72 5.33 -1.96 0.3307
H -3.08 0.50 0.72 -0.2983
H -1.78 1.30 1.34 -0.1348
C 6.66 -2.61 -0.47 -1.7802
C 5.39 -2.43 -1.18 0.5035
C 4.47 -3.59 -0.79 0.3990
O 4.74 -4.76 -1.50 -0.3301
C 4.20 -5.96 -1.05 -0.7891
N 4.82 -1.12 -0.96 0.0158
H 6.37 -2.64 0.60 0.3992
H 7.34 -1.71 -0.67 0.3875
H 7.24 -3.42 -0.85 0.3889
H 5.45 -2.62 -2.27 0.1408
H 3.42 -3.24 -0.96 -0.4503
H 4.49 -3.80 0.34 0.3021
H 3.14 -5.91 -0.86 0.3261
H 4.72 -6.24 -0.12 0.3287
H 4.38 -6.62 -1.97 0.2438
H 5.13 -0.84 -0.02 0.1805
H 3.80 -1.11 -0.93 -0.2412
C 1.61 2.31 4.36 -1.6639
C 0.66 1.12 4.29 0.8024
C -0.80 1.41 4.70 -0.2284
O -1.07 1.22 6.11 -0.4291
C -0.62 2.20 6.96 -0.6092
N 0.57 0.75 2.86 0.2923
H 2.49 2.00 3.93 0.3227
H 1.93 2.57 5.33 0.5427
H 1.23 3.23 3.91 0.3362
H 1.01 0.35 4.98 0.1269
H -1.49 0.61 4.33 0.0617
H -1.27 2.38 4.33 0.1871
H -0.72 1.74 7.96 0.2983
H -1.13 3.18 6.88 0.2440
H 0.47 2.32 6.85 0.2200
H 1.39 0.52 2.33 -0.3885
H -0.07 -0.02 2.68 0.1935
C -2.09 -1.94 -1.87 -0.2965
C -2.68 -0.87 -2.87 -0.2107
C -4.15 -0.69 -2.52 -0.2345
O -4.93 -1.80 -3.05 -0.3803
C -6.31 -1.60 -2.80 -0.5804
N -1.88 0.37 -2.61 0.0914
H -2.53 -2.93 -1.77 0.5387
H -2.08 -1.49 -0.85 -0.4033
H -0.99 -1.91 -2.11 0.0108
H -2.48 -1.18 -3.91 0.4571
H -4.49 0.21 -3.06 0.5195
H -4.28 -0.63 -1.45 -0.0205
H -6.54 -1.41 -1.73 0.1400
H -6.80 -2.58 -3.14 0.2406
H -6.76 -0.80 -3.41 0.3206
H -2.15 0.75 -1.71 -0.3443
H -2.24 1.09 -3.27 0.1856
C 0.89 -0.13 -5.08 -1.8381
C 1.50 -0.47 -3.73 2.6715
C 2.34 -1.69 -3.52 0.0462
O 1.60 -2.83 -3.88 -0.4886
C 2.36 -3.97 -3.70 -0.7853
N 2.16 0.72 -3.18 -0.0900
H 1.53 -0.13 -5.94 0.4647
H 0.45 0.86 -4.92 0.4464
H 0.08 -0.81 -5.39 0.2743
H 0.58 -0.62 -3.09 -1.5677
H 2.56 -1.78 -2.45 -0.5785
H 3.28 -1.63 -4.09 0.4970
H 1.89 -4.78 -4.23 0.4368
H 2.49 -4.25 -2.64 0.1226
H 3.35 -3.91 -4.06 0.3977
H 2.97 0.37 -2.65 -0.3866
H 2.57 1.33 -3.85 0.2694
C -4.23 -2.32 3.63 -1.2680
C -4.95 -2.37 2.21 0.0960
C -6.04 -1.37 2.20 0.2320
O -7.07 -1.66 3.13 -0.3591
C -8.14 -0.79 3.01 -0.7007
N -4.03 -2.07 1.19 -0.1252
H -4.84 -2.78 4.38 0.3948
H -3.95 -1.25 3.87 0.1686
H -3.26 -2.84 3.50 0.3288
H -5.47 -3.32 2.13 0.2893
H -6.49 -1.45 1.14 0.0929
H -5.62 -0.36 2.35 -0.0955
H -7.85 0.25 3.01 0.2850
H -8.85 -0.99 3.86 0.2453
H -8.67 -0.94 2.07 0.2859
H -3.28 -2.71 1.13 0.1407
H -4.45 -2.14 0.30 0.0698
C 4.01 1.82 0.92 -1.4654
C 3.34 3.30 0.77 0.0829
C 3.66 3.72 -0.68 -0.3142
O 2.83 4.78 -1.13 -0.3047
C 3.16 5.36 -2.34 -0.7537
N 1.95 3.25 1.08 0.0995
H 4.96 1.69 0.54 0.7897
H 3.35 1.14 0.45 0.0538
H 4.24 1.59 2.00 0.3713
H 3.89 3.93 1.48 0.2308
H 3.45 2.81 -1.30 -0.0512
H 4.72 4.00 -0.70 0.4759
H 2.83 4.84 -3.25 0.2541
H 4.30 5.49 -2.44 0.3301
H 2.67 6.35 -2.40 0.2479
H 1.78 2.78 1.95 -0.3877
H 1.61 4.22 1.08 0.3041
O -1.42 -3.54 0.92 -0.7436
H -0.89 -2.83 0.47 0.0556
H -1.01 -3.61 1.78 0.3111
O 5.43 0.81 -2.93 -0.6809
H 5.11 0.05 -2.34 0.3212
H 5.12 0.61 -3.79 0.3211
O 3.46 -1.22 2.56 -0.6026
H 3.41 -2.14 2.92 0.2620
H 2.80 -1.32 1.82 -0.0998
```

No. 3
ORCA calculation (ωB97M-V/def2-TZVPD) on a structure of composition C28H84B7MnO14S7V in a non-equilibrium geometry.

Strongest force on any atom: 0.0989 Eh/bohr
HOMO-LUMO gap (spin up / spin down): 6.894 / 7.079 eV
<S²>: 15.77
Charge: -2
E: -196633.292 eV
Multiplicity: 8
LUMO level (spin up / spin down): 0.1212 / 0.1211 hartree

XYZ file:
```
142
Properties=species:S:1:pos:R:3:mulliken_charge:R:1
Mn -0.92 3.72 -3.20 0.1051
V -0.02 0.95 0.14 0.3232
B -1.72 1.68 -4.41 1.8142
H -2.38 2.48 -4.71 -0.2014
H -0.70 1.86 -4.72 -0.6661
H -1.77 1.59 -3.34 -0.8900
H -2.15 0.84 -4.93 -0.4222
B 2.01 0.60 -0.86 2.3537
H 2.73 1.31 -1.24 -0.6006
H 1.05 0.61 -1.34 -0.5088
H 2.39 -0.41 -0.89 -0.8890
H 1.87 0.89 0.17 0.3282
B -2.02 0.37 -0.94 0.3062
H -1.02 0.32 -1.37 -0.6282
H -2.53 -0.58 -0.94 -0.5436
H -1.91 0.74 0.07 0.2600
H -2.58 1.15 -1.43 -0.3184
B -2.94 4.08 -2.36 1.2788
H -3.80 4.61 -1.99 -0.4449
H -2.02 4.55 -2.03 0.1867
H -2.87 3.05 -2.02 -0.8874
H -2.89 4.20 -3.43 -0.0762
B -0.21 2.86 -1.19 4.0497
H -0.03 3.85 -1.56 0.0138
H -1.13 2.75 -0.65 -1.6666
H -0.16 2.20 -2.05 -0.9228
H 0.65 2.54 -0.60 -0.6556
B -0.15 2.13 1.98 1.2369
H 0.83 1.78 1.67 -0.3508
H -0.86 1.33 1.85 -0.1221
H -0.16 2.55 2.97 -0.2013
H -0.34 2.90 1.25 -0.6097
B -0.03 -1.04 1.02 3.0072
H 0.06 -1.09 -0.06 -1.7229
H 0.65 -0.31 1.42 -1.1339
H -1.04 -0.70 1.22 -0.6854
H 0.15 -2.01 1.44 -0.2523
C -6.35 -3.95 0.82 -0.4705
C -4.84 -4.09 0.69 -0.7599
C -4.12 -2.71 1.09 0.1250
S -5.25 -1.35 0.57 1.4301
O -5.00 -0.89 -0.78 -0.5050
O -5.44 -0.42 1.70 -0.7257
C -6.65 -2.56 0.49 -0.9723
H -6.56 -4.20 1.86 0.2292
H -6.87 -4.69 0.21 0.3305
H -4.64 -4.33 -0.35 0.2386
H -4.47 -4.90 1.32 0.4412
H -3.15 -2.63 0.60 -0.1148
H -3.99 -2.61 2.17 0.1141
H -7.10 -2.47 -0.50 0.3885
H -7.35 -2.14 1.21 0.3182
C 0.49 -2.11 -3.01 1.2675
C 0.02 -3.61 -2.84 -0.9149
C -1.52 -3.64 -2.92 -0.3502
S -1.91 -2.34 -4.22 0.9698
O -2.83 -1.35 -3.66 -0.4347
O -2.19 -2.97 -5.49 -0.7940
C -0.18 -1.65 -4.29 -0.5852
H 1.57 -1.95 -2.97 -0.5796
H 0.11 -1.50 -2.19 -1.1409
H 0.46 -4.03 -1.94 0.3751
H 0.53 -4.08 -3.68 0.3904
H -1.95 -3.31 -1.97 -0.1090
H -2.01 -4.57 -3.20 0.5667
H -0.19 -0.62 -4.63 -0.2102
H 0.30 -2.26 -5.06 0.5023
C 3.78 0.74 -4.53 0.1632
C 4.66 1.92 -4.33 -0.9876
C 3.84 2.99 -3.56 -0.2120
S 2.31 3.03 -4.59 0.5322
O 2.61 3.70 -5.84 -0.6819
O 1.10 3.38 -3.82 -0.6888
C 2.41 1.25 -5.18 0.1921
H 3.78 0.20 -3.58 -0.5789
H 4.09 -0.03 -5.23 0.6138
H 5.05 2.26 -5.29 0.3255
H 5.50 1.54 -3.73 0.4590
H 4.16 4.03 -3.62 0.5544
H 3.54 2.62 -2.58 -0.5025
H 2.36 1.20 -6.27 0.5575
H 1.59 0.66 -4.76 -0.5227
C -3.43 3.46 2.98 -0.0631
C -3.62 4.88 2.31 -1.0359
C -4.02 4.58 0.81 0.0259
S -5.08 3.13 0.87 0.9589
O -4.75 2.22 -0.25 -0.3425
O -6.50 3.54 1.16 -0.8067
C -4.41 2.48 2.45 -0.2176
H -3.53 3.54 4.06 0.5077
H -2.38 3.23 2.80 -0.4027
H -2.84 5.64 2.28 0.4436
H -4.41 5.41 2.85 0.3482
H -3.15 4.10 0.36 -0.5257
H -4.39 5.34 0.13 0.5267
H -3.81 1.58 2.34 -0.0600
H -5.25 2.21 3.09 0.5877
C 4.53 -0.28 3.95 -0.9452
C 3.77 -0.19 2.64 0.5742
C 4.48 0.87 1.75 -0.3244
S 6.24 0.82 2.30 1.1454
O 6.60 2.07 2.94 -0.6954
O 7.02 0.30 1.17 -0.6471
C 6.02 -0.47 3.67 -0.7169
H 4.15 -1.04 4.63 0.4261
H 4.28 0.62 4.50 0.3676
H 2.71 0.05 2.68 -0.6189
H 3.63 -1.15 2.13 0.0400
H 4.13 1.86 2.03 0.7174
H 4.42 0.81 0.67 -0.1456
H 6.65 -0.21 4.52 0.4198
H 6.24 -1.40 3.15 0.2997
C 4.43 -2.69 -2.03 -0.4671
C 5.35 -1.95 -1.07 0.1022
C 5.98 -2.98 -0.15 -0.6881
S 4.74 -4.38 0.01 1.1489
O 4.15 -4.51 1.40 -0.6715
O 5.30 -5.52 -0.58 -0.6867
C 3.54 -3.65 -1.20 -0.4299
H 5.11 -3.24 -2.68 0.6543
H 3.91 -2.00 -2.70 -0.2378
H 4.83 -1.36 -0.32 -0.4790
H 6.04 -1.30 -1.60 0.6122
H 6.24 -2.55 0.81 0.1186
H 6.91 -3.50 -0.43 0.4558
H 2.73 -3.10 -0.71 -0.0520
H 3.07 -4.36 -1.88 0.5653
C -0.33 -0.28 6.22 -0.8189
C -1.04 -0.12 4.89 0.2009
C -2.36 -0.93 4.86 -0.3465
S -2.31 -1.86 6.45 1.0570
O -2.60 -3.27 6.37 -0.6732
O -2.94 -1.02 7.51 -0.6672
C -0.47 -1.73 6.66 -0.7186
H -0.63 0.46 6.96 0.3420
H 0.71 0.01 6.05 0.3990
H -0.46 -0.61 4.10 -0.2008
H -1.10 0.87 4.44 0.1696
H -2.39 -1.71 4.10 0.1203
H -3.26 -0.31 4.86 0.4974
H -0.09 -2.42 5.91 0.3252
H -0.12 -1.91 7.68 0.4204
```